1.
{
  "formula": "C2H2F6MnN2O9S2",
  "method": "wB97M-V/def2-TZVPD",
  "charge": -2,
  "orbital_gap_ev": [6.11, 6.58],
  "s_squared": 8.755,
  "e_lumo_ev": [4.988, 4.986],
  "homo_energy_ev": [-1.1230, -1.5887],
  "multiplicity": 6,
  "symbols": ["Mn", "S", "S", "F", "F", "F", "F", "F", "F", "O", "O", "O", "O", "O", "O", "O", "O", "O", "N", "N", "C", "C", "H", "H"],
  "positions_angstrom": [[-1.189, 0.116, 1.197], [0.970, -0.068, -1.588], [1.681, -0.619, 0.934], [3.846, 0.827, 0.330], [2.299, 1.936, 1.365], [-1.541, 0.811, -1.797], [3.497, 0.454, 2.419], [-0.427, 0.712, -3.649], [-0.020, 2.293, -2.217], [-3.981, -2.788, 0.263], [-2.434, -3.394, -1.150], [2.478, -1.666, 0.387], [-3.040, 0.877, 0.822], [2.222, 0.590, -1.833], [0.732, -1.341, -2.204], [-1.118, 1.516, 2.659], [1.037, -0.816, 2.198], [-2.067, -1.729, 0.199], [0.518, -0.006, -0.042], [-2.833, -2.651, -0.224], [2.895, 0.764, 1.254], [-0.363, 0.987, -2.343], [-2.940, 1.472, 0.073], [-0.221, 1.723, 2.946]],
  "atomic_forces_ev_per_a": [[-2.8449, 0.9743, 0.7848], [-0.8994, -0.8108, -1.0921], [-0.8961, 0.4007, -0.0604], [0.0422, 0.1486, -0.0053], [-0.0170, 0.2160, 0.0620], [-0.1242, -0.1678, -0.0553], [0.0038, 0.2603, 0.0520], [0.0083, 0.0082, 0.0297], [-0.1809, -0.3246, -0.0753], [1.0634, 0.0400, -0.2599], [-0.2444, 0.4182, 0.5804], [0.2552, -0.0735, -0.3213], [0.4425, -0.1450, -0.4315], [-0.0362, 0.2231, 0.0420], [0.2344, 0.2289, 0.1838], [0.8765, -0.3591, -0.0938], [0.0022, 0.0490, 0.2387], [0.0723, -0.8539, -0.0145], [2.3138, -0.4617, 0.0306], [-0.3899, 0.0988, -0.0792], [-0.0199, -0.7109, 0.0492], [0.5767, 0.7766, 0.2512], [-0.2196, 0.1356, 0.0158], [-0.0184, -0.0711, 0.1686]],
  "mulliken_spin": [4.8120, 0.0157, -0.0363, 0.0001, -0.0002, -0.0005, 0.0007, -0.0004, -0.0004, 0.0038, 0.0035, 0.0072, 0.0743, 0.0038, 0.0019, 0.0642, 0.0102, -0.0087, 0.0234, 0.0075, 0.0043, 0.0053, 0.0033, 0.0052]
}

***

2.
{
  "formula": "C2H2FI",
  "method": "wB97M-V/def2-TZVPD",
  "smiles": "C#CI.F",
  "orbital_gap_ev": 9.93,
  "e_lumo_ev": 0.204,
  "homo_energy_ev": -9.7229,
  "symbols": ["I", "F", "C", "C", "H", "H"],
  "positions_angstrom": [[0.176, -2.331, -0.249], [-0.319, 0.014, 2.141], [-0.196, 0.720, -1.247], [-0.092, -0.364, -0.779], [-0.174, 1.673, -1.708], [0.606, 0.288, 1.842]],
  "atomic_forces_ev_per_a": [[-0.2344, 1.2146, -0.2752], [3.4138, 1.0446, -0.8920], [0.1621, 1.1999, -0.5416], [0.3157, -2.7070, 0.6407], [-0.2030, 0.2266, 0.0326], [-3.4542, -0.9787, 1.0355]],
  "lowdin_charge": [0.8384, -0.1849, -0.0323, -0.7840, 0.0218, 0.1411]
}

***

For each record above, in turn, the calculated energy above the lowest of the compared OMol25 structures with the same formula, charge and spin values are 0.0, 29.6 kcal/mol.